# 1
The following is a DFT calculation (ωB97M-V with the def2-TZVPD basis set) of a molecular structure, C18H11BCo2F3NO6 at a distorted geometry.

Cartesian coordinates (Å):
C (-0.808, 5.860, -0.506)
N (-0.272, 4.552, -0.172)
C (0.728, 3.878, -0.837)
C (0.925, 2.641, -0.215)
C (0.024, 2.558, 0.890)
C (-0.721, 3.780, 0.891)
C (-1.754, 4.004, 1.781)
C (-2.066, 2.983, 2.702)
C (-1.338, 1.790, 2.717)
B (-1.760, 0.579, 3.831)
F (-1.547, -0.634, 3.160)
F (-0.893, 0.802, 4.894)
F (-3.102, 0.831, 4.118)
C (-0.282, 1.572, 1.839)
H (-1.610, 6.099, 0.194)
H (-0.032, 6.630, -0.435)
H (-1.213, 5.868, -1.524)
H (1.221, 4.326, -1.694)
H (1.627, 1.872, -0.508)
H (-2.310, 4.937, 1.768)
H (-2.885, 3.153, 3.390)
H (0.315, 0.669, 1.835)
O (0.369, -5.123, 2.232)
C (0.840, -5.085, 1.170)
Co (1.403, -4.938, -0.489)
C (2.894, -4.034, -0.297)
O (3.869, -3.421, -0.159)
C (1.773, -6.514, -1.184)
O (1.998, -7.560, -1.634)
C (-0.103, -3.804, -1.273)
C (-0.145, -2.449, -0.971)
C (-0.455, -1.420, -0.173)
Co (0.666, -2.800, -2.544)
C (2.099, -1.656, -2.488)
O (3.016, -1.071, -2.865)
C (-0.407, -1.952, -3.726)
O (-1.020, -1.552, -4.612)
C (1.377, -4.058, -3.617)
O (1.765, -4.886, -4.322)
H (-0.971, -4.464, -1.431)
H (-0.212, -0.407, -0.500)
H (-1.000, -1.556, 0.764)

=====

# 2
The following is a DFT calculation (ωB97M-V with the def2-TZVPD basis set) of 2 unconnected molecules or ions with the total composition C5H3N at a distorted geometry.

Cartesian coordinates (Å):
C (2.019, -0.378, -0.270)
C (-3.056, 0.866, 0.317)
C (-1.307, -2.252, -0.405)
C (1.660, -1.121, 0.593)
C (-2.370, -0.102, 0.050)
N (-1.766, -1.203, -0.208)
H (2.446, 0.216, -1.151)
H (-3.551, 1.734, 0.247)
H (1.260, -1.857, 1.214)

=====

# 3
The following is a DFT calculation (ωB97M-V with the def2-TZVPD basis set) of a molecular structure, C23H30BN9OSSeSr at a distorted geometry.

Cartesian coordinates (Å):
Sr (0.200, 0.213, -0.780)
C (-2.371, -0.660, -3.385)
C (-1.489, -1.790, -2.943)
C (-1.405, -3.097, -3.449)
C (-0.443, -3.730, -2.680)
C (0.043, -5.144, -2.760)
N (0.014, -2.839, -1.779)
N (-0.627, -1.645, -1.942)
B (1.029, -3.070, -0.611)
N (0.347, -2.711, 0.745)
N (-0.313, -1.529, 0.950)
C (-0.788, -1.575, 2.189)
C (-1.598, -0.446, 2.756)
C (-0.428, -2.784, 2.805)
C (0.296, -3.475, 1.854)
C (0.934, -4.825, 1.957)
N (2.321, -2.209, -0.781)
N (2.299, -0.856, -0.597)
C (3.544, -0.417, -0.730)
C (3.877, 1.040, -0.608)
C (4.399, -1.500, -1.002)
C (3.583, -2.616, -1.022)
C (3.954, -4.049, -1.244)
H (-3.134, -1.022, -4.071)
H (-2.868, -0.192, -2.533)
H (-1.792, 0.110, -3.899)
H (-1.972, -3.529, -4.262)
H (-0.453, -5.649, -3.587)
H (1.122, -5.191, -2.924)
H (-0.173, -5.693, -1.841)
H (1.338, -4.231, -0.599)
H (-2.408, -0.169, 2.072)
H (-2.049, -0.742, 3.703)
H (-0.967, 0.428, 2.947)
H (-0.659, -3.107, 3.810)
H (0.749, -5.235, 2.947)
H (0.534, -5.517, 1.214)
H (2.015, -4.769, 1.803)
H (3.080, 1.589, -0.103)
H (4.795, 1.176, -0.036)
H (4.022, 1.488, -1.593)
H (5.467, -1.473, -1.167)
H (5.020, -4.118, -1.452)
H (3.734, -4.658, -0.364)
H (3.408, -4.480, -2.085)
C (0.575, 5.869, 2.309)
N (-0.541, 4.982, 2.023)
C (-0.475, 3.624, 1.969)
Se (1.008, 2.567, 2.225)
N (-1.732, 3.211, 1.682)
C (-2.588, 4.290, 1.466)
C (-3.915, 4.372, 1.084)
C (-4.456, 5.645, 0.956)
C (-3.689, 6.788, 1.197)
C (-2.354, 6.694, 1.569)
C (-1.827, 5.422, 1.700)
H (1.411, 5.265, 2.640)
H (0.294, 6.570, 3.093)
H (0.862, 6.420, 1.415)
H (-1.926, 2.256, 1.440)
H (-4.497, 3.481, 0.876)
H (-5.491, 5.753, 0.654)
H (-4.141, 7.765, 1.084)
H (-1.751, 7.578, 1.739)
O (-1.182, 2.011, -1.036)
S (-0.467, 2.470, -2.305)
N (0.696, 1.665, -2.704)

=====

The evaluated ΔE to the lowest compared entry with this formula, charge and spin for the records listed, in turn: 402.00, 329.06, 102.54 kJ/mol.
The evaluated HOMO energy for the records listed, in turn: -0.248, -0.387, -0.289 Eh.
The evaluated HOMO-LUMO gap for the records listed, in turn: 1.89, 11.15, 8.33 eV.